[1]
This record from the OMol25 dataset describes a structure of composition C27H67CuNO17P4 at a distorted geometry. The level of theory is ωB97M-V/def2-TZVPD.

Results
net charge: +1
Kohn-Sham gap: 5.3 eV
energy relative to the best compared isomer or geometry (same formula, charge and spin): 118.4 kcal/mol

XYZ file:
```
117
Properties=species:S:1:pos:R:3:forces:R:3:mulliken_charge:R:1
Cu 0.289 -0.529 -0.127 -0.0814 0.0113 -0.0534 1.000
C -5.082 -1.234 -2.121 1.2955 2.3589 -1.4751 0.176
O -4.078 -0.506 -2.158 -0.4665 -1.1423 0.7873 -0.657
N -6.275 -0.755 -2.535 -0.6965 -1.3240 0.3388 0.032
C -7.345 -1.757 -2.819 -0.3511 1.2179 0.0078 -0.971
C -6.535 0.612 -3.065 -0.5339 -0.7911 0.0193 -0.867
H -5.029 -2.311 -1.898 -0.2804 0.1858 0.2257 0.320
H -8.280 -1.203 -2.731 -0.1431 -0.1515 -0.1999 0.330
H -7.459 -2.598 -2.135 0.6866 0.2383 0.2967 0.354
H -7.270 -2.163 -3.827 0.0785 0.1249 -0.1153 0.336
H -7.374 1.055 -2.529 -0.0643 -0.1583 0.2049 0.309
H -5.743 1.361 -3.045 0.4134 -0.8118 0.1568 0.287
H -6.887 0.462 -4.086 0.1810 0.2477 -0.1863 0.352
C -1.874 -6.379 6.611 -1.0966 -1.1201 0.5049 -1.241
C -1.753 -7.062 5.214 1.3501 0.4233 2.9254 -0.179
O -1.795 -6.011 4.321 0.5198 2.4940 -2.3654 -0.396
P -0.431 -5.467 3.634 -0.5167 0.2046 -0.8409 0.950
O -0.609 -4.338 2.646 0.2813 -1.7515 2.2998 -0.790
O 0.608 -5.322 4.877 -2.0160 0.4584 -1.6006 -0.025
C 2.014 -5.309 4.735 1.4819 -2.2201 0.5623 -0.229
C 2.521 -6.056 6.010 0.3258 1.1088 0.0744 -1.139
O 0.063 -6.824 2.952 -0.1169 -0.3883 0.2268 -0.304
C -0.864 -7.495 2.064 -0.2872 0.0890 -1.4497 -0.320
C -0.481 -7.076 0.650 -0.1944 -0.1250 -0.2982 -1.133
H -2.737 -5.729 6.752 -0.3253 -0.0002 -0.8234 0.337
H -2.098 -7.157 7.341 0.5442 -0.1132 0.3296 0.393
H -1.055 -5.740 6.942 0.4516 -0.5384 -0.4244 0.233
H -0.768 -7.526 5.160 0.0746 -0.2585 0.1027 0.260
H -2.458 -7.872 5.029 -0.5017 0.5508 -0.1906 0.433
H 2.375 -5.960 3.938 -0.5692 0.0728 -0.5716 0.246
H 2.424 -4.324 4.513 -0.2183 0.1394 0.5971 0.317
H 1.979 -6.979 6.218 -0.4892 0.2869 -0.2673 0.287
H 3.556 -6.398 5.977 0.1857 0.4327 -0.4099 0.399
H 2.438 -5.372 6.854 -0.0963 -0.2442 0.2360 0.282
H -0.850 -8.577 2.189 0.7303 0.0507 0.3298 0.370
H -1.919 -7.263 2.212 0.1377 0.6177 0.5563 0.321
H 0.436 -7.578 0.342 0.2042 0.4291 0.0582 0.274
H -1.211 -7.296 -0.128 -0.3351 -0.4538 0.2848 0.373
H -0.431 -5.987 0.625 0.5161 -0.0395 0.0700 0.280
C 2.906 8.040 -0.397 0.1584 0.2128 0.8542 -1.224
C 2.377 6.622 -0.564 1.4567 1.6208 0.0278 -0.194
O 2.398 6.454 -2.017 -1.3206 -0.4971 0.7873 -0.081
P 1.285 5.457 -2.548 0.3948 -0.7399 -1.4835 0.645
O 1.422 4.073 -2.017 -0.2917 1.1576 -0.7981 -0.685
O 1.499 5.668 -4.195 -2.1461 0.0319 3.2715 -0.264
C 2.754 5.433 -4.755 1.9135 0.2114 -0.3997 -0.280
C 3.642 6.703 -4.728 -0.8833 0.2701 -0.2305 -0.908
O -0.100 6.162 -2.166 0.3635 -0.2472 -1.1530 -0.261
C -1.351 5.964 -2.904 -0.5089 1.3617 -0.0243 -0.390
C -1.616 7.166 -3.896 1.3324 -1.2691 0.6903 -0.911
H 3.913 8.124 -0.804 -0.2508 0.1775 -0.4784 0.291
H 2.192 8.772 -0.775 0.2596 -0.0793 -0.5439 0.298
H 3.033 8.348 0.641 -0.1245 -0.4405 0.3381 0.428
H 3.101 5.921 -0.150 -0.4349 -0.2350 0.1082 0.243
H 1.399 6.597 -0.083 -0.1256 -0.6467 -0.4723 0.319
H 3.271 4.620 -4.243 -0.0750 -0.2205 0.0269 0.293
H 2.524 5.118 -5.772 0.3732 0.0293 -0.0763 0.321
H 3.082 7.475 -5.256 0.0861 0.1174 -0.2296 0.285
H 3.778 7.117 -3.729 0.0662 -0.4445 0.0208 0.142
H 4.616 6.612 -5.208 -0.1196 -0.3728 -0.0425 0.388
H -1.387 4.989 -3.390 0.3171 0.1123 -0.1632 0.346
H -2.118 5.961 -2.130 0.0651 -0.0570 0.0224 0.327
H -1.698 8.129 -3.392 -0.3988 -0.2459 0.2210 0.297
H -0.701 7.249 -4.483 -0.1318 -0.0453 -0.3800 0.223
H -2.459 6.944 -4.550 -0.0051 0.1283 0.1513 0.352
C 1.419 5.389 7.129 -0.0073 0.6380 -0.3203 -1.087
C 1.801 3.923 7.080 -1.0356 0.3830 0.8283 0.073
O 1.520 3.229 5.855 -1.2920 0.1094 -1.3135 -0.322
P 0.005 2.864 5.339 1.8096 -2.6395 -0.0592 0.837
O -0.017 1.967 4.098 0.1266 2.3823 2.9122 -0.713
O -0.791 4.233 5.292 1.2107 -0.7985 -0.4414 -0.088
C -2.123 4.080 4.838 -2.3662 1.2386 0.2577 -0.238
C -2.677 5.458 4.447 0.4890 -0.3162 -0.2504 -1.233
O -0.602 2.179 6.686 -0.2410 0.0585 -0.4584 -0.301
C -0.248 0.837 7.103 0.5164 -0.8944 -0.9810 -0.400
C -0.224 0.609 8.606 -0.4777 0.1361 -0.5965 -1.070
H 1.658 5.775 8.120 0.6566 -0.0094 -0.0408 0.391
H 2.016 5.858 6.347 0.0107 0.5146 0.2259 0.274
H 0.398 5.754 7.022 -0.2512 -0.8632 -0.4071 0.278
H 2.876 3.956 7.255 -0.0060 -0.7225 -0.3686 0.328
H 1.311 3.397 7.900 0.1211 -0.2337 0.0135 0.001
H -2.258 3.362 4.029 0.4332 -0.0738 0.0756 0.367
H -2.708 3.781 5.708 -0.0516 -0.4864 -0.0578 0.262
H -2.465 6.153 5.260 0.0147 0.1268 -0.1620 0.312
H -2.233 5.798 3.512 0.2048 0.1921 0.1326 0.295
H -3.753 5.451 4.274 -0.0161 -0.3036 0.1899 0.388
H -0.835 0.076 6.589 -0.9588 0.3824 0.1160 0.429
H 0.705 0.555 6.655 0.6216 0.5716 0.3362 0.316
H 0.373 1.399 9.060 -0.0226 -0.3472 0.3844 0.259
H -1.214 0.519 9.056 -0.1571 0.7028 -0.1080 0.285
H 0.150 -0.400 8.780 0.6720 0.1801 -0.0261 0.356
C 0.061 -5.806 -7.124 0.0830 1.1243 0.5574 -1.179
C 1.451 -5.188 -6.726 -1.0532 -3.5043 -2.2647 -0.201
O 1.449 -4.485 -5.539 -0.1896 1.4640 0.8321 -0.317
P 1.963 -2.986 -5.483 1.5691 0.6235 0.3386 0.892
O 1.772 -2.361 -4.144 -0.2091 -0.5172 -1.6306 -0.731
O 3.526 -3.175 -5.913 -2.0167 0.2293 0.0288 -0.265
C 4.459 -2.097 -5.924 1.2353 0.0200 0.3327 -0.216
C 5.859 -2.733 -5.868 -0.5117 0.2605 -0.6078 -1.199
O 1.350 -2.247 -6.785 1.7659 -0.9456 0.7742 -0.271
C -0.028 -1.978 -6.879 -0.8150 -0.5380 0.7983 -0.283
C -0.234 -0.490 -6.815 -0.3223 -0.2260 -0.6692 -1.117
H -0.485 -6.160 -6.249 0.1719 0.0096 0.1657 0.283
H -0.574 -5.063 -7.606 -0.0738 -0.0246 -0.1157 0.249
H 0.173 -6.665 -7.786 0.2620 0.1896 -0.0887 0.396
H 2.017 -6.111 -6.606 0.6597 0.2851 0.4608 0.433
H 1.867 -4.731 -7.624 0.0944 0.7519 0.4320 0.312
H 4.386 -1.463 -6.808 -0.3733 -0.2552 -0.2540 0.294
H 4.319 -1.430 -5.073 -0.2266 -0.2098 0.2419 0.318
H 6.599 -1.956 -5.675 0.0408 -0.1530 0.3689 0.378
H 5.875 -3.563 -5.162 0.1528 0.3328 0.2430 0.316
H 6.127 -3.147 -6.840 -0.1471 -0.0832 -0.0767 0.297
H -0.407 -2.371 -7.823 0.2278 -0.0028 -0.1553 0.298
H -0.543 -2.568 -6.121 -0.2215 0.2548 0.3369 0.419
H -1.262 -0.273 -6.525 0.0544 0.2268 -0.1243 0.323
H 0.475 0.028 -6.170 -0.1148 -0.2113 0.0425 0.264
H -0.060 -0.234 -7.861 -0.0946 0.9694 0.1844 0.309
```
Positions in Å, forces in eV/Å.

[2]
This record from the OMol25 dataset describes a structure of composition C20H10Cl2F6N5O6PbS2. The level of theory is ωB97M-V/def2-TZVPD.

Results
net charge: +1
Kohn-Sham gap: 6.5 eV

XYZ file:
```
52
Properties=species:S:1:pos:R:3:forces:R:3:mulliken_charge:R:1
Pb 0.362 -0.311 0.172 -0.0071 -0.7473 0.0127 1.235
Cl -0.131 0.917 -6.788 -0.0334 0.0104 -0.0644 -0.112
C 0.472 0.938 -5.206 -0.1910 0.0195 0.3193 0.240
C -0.383 0.961 -4.157 -0.1115 0.0147 -0.4723 -0.935
C 0.114 0.922 -2.820 -0.3756 0.0497 0.3707 0.508
N -0.570 0.937 -1.722 0.4694 0.0855 -0.3934 0.236
C -1.931 1.269 -1.585 -0.2006 0.1046 -0.1786 -0.133
O -2.716 1.417 -2.482 0.0608 -0.0605 0.1140 -0.605
C -2.267 1.547 -0.148 -0.2533 0.0585 0.2211 0.596
C -3.509 2.072 0.153 0.0331 -0.0322 -0.1207 -0.675
C -3.825 2.338 1.477 0.0911 -0.0280 0.0360 -0.405
C -2.876 2.082 2.451 -0.0470 0.0256 -0.0174 -0.844
C -1.653 1.550 2.072 -0.0087 0.0072 -0.0031 -0.046
N -1.351 1.285 0.803 -0.1109 0.1571 -0.0788 0.038
C 1.609 0.924 -2.616 0.4216 0.0354 0.4119 0.526
C 2.461 0.901 -3.765 0.1826 0.0656 -0.4697 -0.802
C 1.933 0.916 -5.006 0.1501 -0.0155 0.3651 0.110
Cl 2.951 0.919 -6.362 0.0324 -0.0107 -0.0822 -0.121
N 2.001 1.003 -1.392 -0.6940 0.2018 -0.2033 -0.027
C 3.246 1.416 -0.926 0.4142 0.0622 -0.0020 -0.093
O 3.952 2.194 -1.518 -0.0380 -0.1615 0.0064 -0.541
C 3.579 0.925 0.456 0.2104 -0.0062 0.1231 0.346
C 4.887 1.036 0.898 -0.0218 0.0144 -0.0394 -0.577
C 5.205 0.562 2.163 -0.0982 -0.0086 0.0128 -0.274
C 4.204 0.005 2.940 0.0646 -0.0149 0.0021 -0.851
C 2.914 -0.049 2.432 0.0114 0.0284 -0.0029 -0.222
N 2.607 0.402 1.217 0.1646 0.1619 0.0138 -0.035
H -1.450 0.965 -4.313 0.0136 0.0022 -0.0265 0.711
H -4.207 2.256 -0.652 -0.0002 -0.0136 0.0023 0.501
H -4.796 2.735 1.740 0.0023 0.0110 0.0041 0.462
H -3.076 2.271 3.496 0.0161 -0.0001 -0.0005 0.457
H -0.902 1.305 2.809 0.0001 -0.0113 0.0238 0.560
H 3.532 0.910 -3.623 -0.0182 -0.0081 -0.0218 0.600
H 5.631 1.485 0.255 -0.0223 -0.0050 -0.0258 0.467
H 6.221 0.626 2.530 -0.0023 -0.0082 0.0086 0.454
H 4.409 -0.392 3.924 -0.0052 0.0269 0.0038 0.432
H 2.101 -0.476 3.009 0.0065 0.0022 -0.0050 0.575
F -2.432 -3.445 -2.243 0.0178 0.0336 0.0142 -0.204
C -1.807 -3.785 -1.122 0.1022 0.2044 0.2055 0.595
F -0.486 -3.579 -1.285 -0.1846 -0.1390 -0.1107 -0.217
F -2.031 -5.053 -0.856 0.0474 0.0212 0.0415 -0.186
S -2.374 -2.662 0.240 0.2737 -0.2514 -0.3696 0.849
O -1.939 -1.354 -0.251 -0.1039 0.0913 0.0296 -0.375
O -3.770 -2.840 0.426 -0.1018 -0.0843 0.0571 -0.582
N -1.441 -3.235 1.375 -0.2026 0.1848 0.2173 -0.512
S -0.957 -2.486 2.657 -0.0399 0.2326 0.1587 1.003
O -0.443 -1.134 2.385 -0.0404 0.0105 -0.0008 -0.532
O -0.117 -3.306 3.453 -0.0365 -0.2109 0.0677 -0.654
C -2.471 -2.068 3.653 0.2296 0.0810 -0.0744 0.637
F -3.138 -3.147 4.003 -0.0224 -0.0392 -0.0556 -0.204
F -2.093 -1.399 4.741 -0.0132 -0.0730 -0.0858 -0.206
F -3.249 -1.269 2.912 -0.0310 -0.0746 0.0616 -0.168
```
Positions in Å, forces in eV/Å.

[3]
This record from the OMol25 dataset describes a structure of composition C15H29Br3NO13S2 at a distorted geometry. The level of theory is ωB97M-V/def2-TZVPD.

Results
net charge: -1
Kohn-Sham gap: 6.5 eV
energy relative to the best compared isomer or geometry (same formula, charge and spin): 110.7 kcal/mol

XYZ file:
```
63
Properties=species:S:1:pos:R:3:forces:R:3:mulliken_charge:R:1
N 19.808 19.135 -9.486 -3.4565 -0.6819 1.3099 1.050
O 20.974 19.358 -9.526 5.3174 0.9988 0.7628 -0.695
O 19.223 19.002 -10.544 -1.8580 -0.3078 -2.5250 -0.606
O 19.180 19.026 -8.412 0.3495 0.2253 0.3166 -0.678
O 17.944 15.776 -11.367 1.2034 0.0495 -2.7292 -0.559
C 18.562 15.677 -12.424 -1.1391 0.6176 4.5480 0.468
O 18.482 14.532 -13.127 -0.0335 -0.0912 0.1533 -0.364
C 19.306 14.593 -14.257 1.0852 0.4361 -0.7575 -0.490
C 20.333 15.742 -13.988 -0.9009 -0.7202 -0.6369 -0.559
C 19.499 16.681 -13.064 1.0316 -0.4549 -1.2257 -0.121
H 18.650 14.769 -15.110 0.2322 0.0718 -0.3196 0.255
H 19.830 13.644 -14.368 -0.2121 -0.0953 -0.1012 0.350
H 20.823 16.099 -14.894 -0.7149 0.5650 -0.2559 0.406
H 21.199 15.268 -13.528 -0.1829 0.2077 0.9702 0.122
H 18.822 17.393 -13.536 0.0774 -0.0980 -0.7611 0.341
H 20.174 17.351 -12.530 -0.5644 -0.4799 1.0981 0.167
O 19.439 15.691 -8.711 5.0053 -0.8894 -1.8658 -0.653
C 20.610 15.407 -9.125 -5.5686 2.7304 1.0580 0.538
O 21.122 14.246 -8.902 -0.1316 -2.7434 0.7465 -0.396
C 22.440 14.081 -9.354 1.0307 0.2921 -0.3356 -0.419
C 22.852 15.372 -10.103 0.0566 -0.4937 0.1149 -0.447
C 21.668 16.235 -9.788 -0.0748 1.9914 -0.3374 0.955
H 22.431 13.168 -9.950 0.5016 -0.0297 0.2028 0.296
H 23.042 14.055 -8.446 0.2750 -0.7187 -0.1489 0.257
H 22.966 15.366 -11.187 -0.0873 -0.8540 -0.0425 0.146
H 23.800 15.783 -9.754 -0.1284 -0.1440 0.2974 0.137
H 21.435 16.726 -10.733 -0.9577 0.3594 0.5977 -0.362
H 21.880 16.999 -9.041 0.0531 0.3695 -0.2109 -0.077
O 21.174 19.725 -2.861 -1.7462 0.3215 -1.1677 -0.626
S 20.028 19.833 -3.773 -0.2801 -1.0316 -1.6366 1.176
O 18.873 18.924 -3.671 1.9369 2.2809 0.7539 -0.614
O 19.469 21.404 -3.805 0.4178 -0.6217 -0.3283 -0.307
C 20.256 22.449 -3.234 0.4454 1.1656 2.1273 -0.244
C 20.094 22.378 -1.726 0.7771 -1.3351 0.9754 -1.045
C 20.512 19.583 -5.541 0.7949 0.2250 0.4047 -0.976
H 20.025 23.494 -3.443 -1.3969 -0.3845 -1.3603 0.357
H 21.321 22.501 -3.460 0.1452 -1.1504 -0.3429 0.240
H 20.574 21.435 -1.464 -0.0423 -0.0286 0.4224 0.293
H 19.082 22.290 -1.332 -0.2283 0.2775 -0.5595 0.282
H 20.615 23.127 -1.131 0.0556 0.3790 -0.4106 0.362
H 20.152 20.306 -6.273 -1.1318 -0.2169 0.4461 0.366
H 20.200 18.556 -5.727 -0.1596 0.3314 -0.2859 0.311
H 21.577 19.686 -5.749 0.3186 -0.2844 0.8512 0.421
O 17.089 22.035 -9.227 -1.5828 -0.2336 -1.4502 -0.549
S 15.955 21.587 -10.028 -0.1606 -2.3022 0.9851 1.101
O 15.081 20.501 -9.508 1.6559 3.1529 -1.4555 -0.600
O 14.969 22.931 -10.289 0.0325 -3.8262 -1.1756 -0.349
C 15.504 24.205 -10.314 0.3827 1.3458 2.1570 -0.170
C 14.640 25.193 -11.031 -0.7957 0.1374 0.0004 -1.186
C 16.505 20.988 -11.771 -0.5517 2.0849 0.5565 -0.888
H 16.568 24.253 -10.543 -0.0584 -0.1655 -0.3967 0.405
H 15.400 24.481 -9.265 0.6576 0.5617 0.2535 0.242
H 14.577 25.038 -12.108 0.2991 0.4795 -0.0339 0.301
H 14.920 26.179 -10.659 0.6558 0.2430 -0.8512 0.368
H 13.617 25.203 -10.655 -0.1983 -0.7661 0.0274 0.309
H 17.203 21.707 -12.199 0.5869 -0.0035 0.6670 0.307
H 15.662 21.196 -12.429 -0.5017 -0.8394 0.3280 0.414
H 16.935 19.986 -11.774 -0.3209 0.0862 0.5471 0.280
C 24.674 19.267 -9.051 -0.0191 -0.3709 0.2633 -0.153
Br 24.826 18.636 -10.862 0.1275 0.1279 0.0530 -0.048
Br 26.146 20.378 -8.478 -0.1346 0.2549 -0.3700 -0.075
Br 24.639 17.770 -7.810 -0.3368 0.1464 -0.1355 -0.083
H 23.735 19.818 -9.007 0.1482 -0.1533 0.2186 0.315
```
Positions in Å, forces in eV/Å.

What is the Kohn-Sham gap in the first record?
5.3 eV

Look up the Kohn-Sham gap of the second one.
6.5 eV

What is the formula in the second record?
C20H10Cl2F6N5O6PbS2

What is the net charge in the first record?
+1